# 1
Here is an isolated molecule of C3H5NO from the Open Molecules 2025 dataset. Energies are from ωB97M-V with the def2-TZVPD basis set.

Calculated values
HOMO-LUMO gap (alpha / beta)   8.31 / 8.00 eV
LUMO energy (alpha / beta)   0.31 / 0.49 eV
Relative energy (zero: lowest compared OMol25 entry of this formula, charge and spin)   105.5 kcal/mol
Electronic energy   -247.139157 hartree

The geometry in XYZ format:
```
10
Properties=species:S:1:pos:R:3:forces:R:3:nbo_charge:R:1
C 1.716 -0.017 0.338 0.3 1.2 1.7 0.53
C -0.639 -0.920 -0.174 0.8 1.2 0.5 0.12
C -1.544 0.270 -0.122 0.3 -0.1 -0.1 -0.70
N 2.656 0.543 -0.241 -0.3 -0.4 -1.1 -0.73
O 0.709 -0.718 0.025 -1.0 -1.7 -1.2 -0.46
H -0.956 -1.878 0.202 0.2 -0.2 -0.1 0.17
H -0.953 1.179 0.003 0.0 0.0 0.0 0.23
H -2.262 0.207 0.699 0.0 0.0 0.0 0.22
H -2.103 0.366 -1.053 -0.1 0.1 0.0 0.23
H 3.377 0.968 0.324 -0.2 -0.1 0.3 0.38
```
Forces are in eV/Å.

# 2
Here is a structure of composition Cl2O8Ti from the Open Molecules 2025 dataset. Energies are from ωB97M-V with the def2-TZVPD basis set.

Calculated values
HOMO-LUMO gap (alpha / beta)   6.31 / 10.20 eV
LUMO energy (alpha / beta)   3.29 / 2.96 eV
Relative energy (zero: lowest compared OMol25 entry of this formula, charge and spin)   25.7 kcal/mol
Multiplicity   4
⟨S²⟩   3.7518
Net charge   -1
Electronic energy   -2371.222460 hartree

The geometry in XYZ format:
```
11
Properties=species:S:1:pos:R:3:forces:R:3:mulliken_spin:R:1
Ti -0.299 -0.169 -0.401 0.1 0.6 0.2 3.08
Cl -2.067 -1.396 1.581 6.8 -2.7 3.5 0.04
O -1.326 -2.605 1.955 0.0 0.8 -1.9 0.00
O -1.162 -0.223 1.579 2.3 0.4 -3.7 -0.07
O -2.855 -1.555 0.495 -2.1 -0.5 -5.9 0.00
O -2.762 -1.036 2.640 -7.2 1.6 8.1 -0.01
Cl 2.101 1.358 -1.560 -0.1 3.5 -1.8 0.06
O 1.343 2.329 -0.824 -1.6 -1.5 2.5 -0.01
O 3.377 1.158 -1.023 1.2 -1.8 1.5 -0.01
O 1.345 0.015 -1.677 1.1 1.8 -0.4 -0.07
O 2.305 2.125 -2.764 -0.3 -2.3 -2.0 -0.01
```
Forces are in eV/Å.

# 3
Here is a structure of composition C6H10BMgN3O from the Open Molecules 2025 dataset. Energies are from ωB97M-V with the def2-TZVPD basis set.

Calculated values
HOMO-LUMO gap   2.46 eV
LUMO energy   -12.46 eV
Relative energy (zero: lowest compared OMol25 entry of this formula, charge and spin)   0.0 kcal/mol
Net charge   +2
Electronic energy   -698.354095 hartree

The geometry in XYZ format:
```
22
Properties=species:S:1:pos:R:3:forces:R:3:nbo_charge:R:1
C 2.498 -0.068 0.190 0.0 0.6 -0.3 -0.41
N 1.568 0.288 -0.899 -0.4 -0.8 0.5 -0.67
C 1.516 -0.718 -1.970 0.1 -0.1 0.1 -0.42
B 0.284 0.746 -0.428 0.4 0.6 -0.7 1.20
O -0.041 2.075 -0.360 -0.5 -0.5 1.5 -0.90
C -0.855 -0.281 0.110 -0.4 0.1 -0.2 -0.64
C -1.409 -1.121 -0.944 0.3 -0.3 0.0 0.21
N -1.814 -1.797 -1.778 -0.1 0.1 0.0 -0.18
C -2.061 0.458 0.789 -0.2 -0.7 -0.2 -0.53
C -2.581 -0.312 1.949 0.3 0.2 -0.7 0.26
N -2.924 -0.833 2.929 0.2 1.1 0.5 -0.38
H 3.048 -0.965 -0.079 0.0 -0.1 0.1 0.24
H 3.204 0.748 0.353 0.1 -0.1 0.0 0.23
H 1.966 -0.225 1.139 0.1 -0.2 0.0 0.17
H 1.223 -1.701 -1.578 0.0 0.0 -0.1 0.20
H 0.807 -0.434 -2.744 0.0 0.1 -0.1 0.23
H 2.504 -0.828 -2.412 0.0 0.1 -0.1 0.24
H 0.614 2.598 0.117 0.4 0.5 -0.9 0.53
H -0.377 -0.949 0.834 0.1 0.1 0.0 0.28
H -2.897 0.554 0.090 0.0 0.2 0.0 0.33
H -1.773 1.474 1.101 0.1 0.0 -0.1 0.25
Mg -2.501 1.291 3.591 -0.4 -0.8 0.4 1.76
```
Forces are in eV/Å.

# 4
Here is an isolated molecule of C5H10O from the Open Molecules 2025 dataset. Energies are from ωB97M-V with the def2-TZVPD basis set.

Calculated values
HOMO-LUMO gap   10.71 eV
LUMO energy   0.94 eV
Relative energy (zero: lowest compared OMol25 entry of this formula, charge and spin)   52.0 kcal/mol
SMILES   OC1CCCC1
Electronic energy   -271.669750 hartree

The geometry in XYZ format:
```
16
Properties=species:S:1:pos:R:3:forces:R:3:nbo_charge:R:1
O 1.234 -1.338 -1.093 0.2 -0.1 0.2 -0.73
C 0.813 -0.012 -0.795 -0.4 0.3 0.4 0.10
C 1.061 0.382 0.703 -0.4 0.1 0.4 -0.43
C -0.233 -0.147 1.425 -0.3 -0.1 0.6 -0.43
C -1.359 0.005 0.440 -0.7 -0.2 0.4 -0.42
C -0.726 0.007 -1.011 -0.3 -0.4 0.3 -0.43
H 2.186 -1.404 -0.945 -0.2 0.0 0.0 0.47
H 1.340 0.687 -1.479 -0.4 -0.2 0.4 0.17
H 2.002 -0.090 1.034 -0.5 0.2 0.1 0.21
H 1.201 1.465 0.761 -0.1 0.0 0.0 0.21
H -0.983 0.052 2.291 2.9 1.3 0.3 0.23
H -0.042 -1.187 1.690 0.0 -0.3 -0.7 0.20
H -2.046 -0.608 1.151 -0.3 -0.6 -3.1 0.23
H -1.909 0.939 0.558 0.6 0.5 0.1 0.19
H -0.981 -0.844 -1.639 0.0 -0.1 0.0 0.23
H -0.995 0.918 -1.577 -0.1 -0.4 0.5 0.21
```
Forces are in eV/Å.

Please write out number 3 again, unchanged.
Here is a structure of composition C6H10BMgN3O from the Open Molecules 2025 dataset. Energies are from ωB97M-V with the def2-TZVPD basis set.

Calculated values
HOMO-LUMO gap   2.46 eV
LUMO energy   -12.46 eV
Relative energy (zero: lowest compared OMol25 entry of this formula, charge and spin)   0.0 kcal/mol
Net charge   +2
Electronic energy   -698.354095 hartree

The geometry in XYZ format:
```
22
Properties=species:S:1:pos:R:3:forces:R:3:nbo_charge:R:1
C 2.498 -0.068 0.190 0.0 0.6 -0.3 -0.41
N 1.568 0.288 -0.899 -0.4 -0.8 0.5 -0.67
C 1.516 -0.718 -1.970 0.1 -0.1 0.1 -0.42
B 0.284 0.746 -0.428 0.4 0.6 -0.7 1.20
O -0.041 2.075 -0.360 -0.5 -0.5 1.5 -0.90
C -0.855 -0.281 0.110 -0.4 0.1 -0.2 -0.64
C -1.409 -1.121 -0.944 0.3 -0.3 0.0 0.21
N -1.814 -1.797 -1.778 -0.1 0.1 0.0 -0.18
C -2.061 0.458 0.789 -0.2 -0.7 -0.2 -0.53
C -2.581 -0.312 1.949 0.3 0.2 -0.7 0.26
N -2.924 -0.833 2.929 0.2 1.1 0.5 -0.38
H 3.048 -0.965 -0.079 0.0 -0.1 0.1 0.24
H 3.204 0.748 0.353 0.1 -0.1 0.0 0.23
H 1.966 -0.225 1.139 0.1 -0.2 0.0 0.17
H 1.223 -1.701 -1.578 0.0 0.0 -0.1 0.20
H 0.807 -0.434 -2.744 0.0 0.1 -0.1 0.23
H 2.504 -0.828 -2.412 0.0 0.1 -0.1 0.24
H 0.614 2.598 0.117 0.4 0.5 -0.9 0.53
H -0.377 -0.949 0.834 0.1 0.1 0.0 0.28
H -2.897 0.554 0.090 0.0 0.2 0.0 0.33
H -1.773 1.474 1.101 0.1 0.0 -0.1 0.25
Mg -2.501 1.291 3.591 -0.4 -0.8 0.4 1.76
```
Forces are in eV/Å.